# C16H19ClNd

A molecular structure, C16H19ClNd at a distorted geometry (ωB97M-V with the def2-TZVPD basis set, the Open Molecules 2025 dataset).

Cartesian coordinates (Å):
C (1.536, 0.911, -1.401)
C (1.767, 0.179, -2.604)
C (2.471, -1.022, -2.254)
H (1.409, 0.453, -3.600)
C (2.583, -1.077, -0.833)
C (2.046, 0.141, -0.309)
H (2.038, 0.434, 0.736)
H (1.098, 1.899, -1.301)
H (2.904, -1.743, -2.950)
H (3.110, -1.819, -0.232)
Nd (-0.315, -1.166, -1.485)
Cl (-2.278, 0.313, -2.201)
C (-1.753, -3.022, -2.609)
C (-0.608, -3.719, -2.095)
C (0.527, -3.355, -2.892)
H (-0.589, -4.439, -1.271)
C (0.117, -2.358, -3.827)
C (-1.282, -2.122, -3.625)
H (-1.848, -1.326, -4.106)
H (-2.797, -3.125, -2.265)
H (1.538, -3.762, -2.792)
H (0.772, -1.826, -4.521)
C (-0.619, 3.352, 2.575)
C (-0.830, 1.895, 3.033)
C (0.291, 1.673, 4.066)
C (-2.190, 1.854, 3.741)
C (-0.809, 0.926, 1.892)
C (-0.733, 0.177, 0.916)
H (-0.658, 3.990, 3.472)
H (-1.393, 3.673, 1.873)
H (0.371, 3.482, 2.126)
H (0.187, 2.447, 4.839)
H (0.227, 0.696, 4.548)
H (1.277, 1.812, 3.606)
H (-2.985, 2.106, 3.033)
H (-2.394, 0.869, 4.169)
H (-2.187, 2.596, 4.550)

Computed properties:
net charge	-1
LUMO (alpha / beta)	2.72 / 2.73	eV
frontier orbital gap (alpha / beta)	7.05 / 7.10	eV
spin multiplicity	4

# C16H19LiN2Si

A molecular structure, C16H19LiN2Si at a distorted geometry (ωB97M-V with the def2-TZVPD basis set, the Open Molecules 2025 dataset).

Cartesian coordinates (Å):
Li (13.149, 4.707, 9.103)
C (15.442, 6.789, 6.491)
Si (14.894, 6.585, 8.358)
C (15.371, 4.797, 8.913)
C (15.897, 7.797, 9.344)
N (13.218, 6.565, 8.615)
C (12.242, 7.486, 8.464)
C (12.434, 8.760, 7.814)
C (11.457, 9.720, 7.814)
C (10.203, 9.464, 8.387)
C (9.989, 8.295, 9.092)
C (11.022, 7.341, 9.192)
H (14.936, 5.955, 5.948)
H (16.486, 6.588, 6.373)
H (15.245, 7.753, 6.021)
H (16.451, 4.752, 9.179)
H (15.309, 4.089, 8.127)
H (14.869, 4.516, 9.874)
H (16.928, 7.707, 9.150)
H (15.656, 7.558, 10.433)
H (15.613, 8.824, 9.070)
H (13.297, 8.798, 7.151)
H (11.564, 10.578, 7.174)
H (9.395, 10.205, 8.207)
H (8.965, 7.962, 9.318)
H (10.854, 6.463, 9.732)
N (11.951, 3.979, 10.487)
C (11.243, 3.717, 11.371)
C (10.342, 3.431, 12.438)
C (9.098, 2.755, 12.201)
C (8.332, 2.368, 13.276)
C (8.703, 2.715, 14.559)
C (9.850, 3.446, 14.791)
C (10.713, 3.712, 13.734)
H (8.734, 2.592, 11.141)
H (7.473, 1.739, 13.129)
H (8.071, 2.378, 15.405)
H (10.102, 3.712, 15.835)
H (11.679, 4.158, 13.901)

Computed properties:
net charge	0
LUMO	-0.54	eV
frontier orbital gap	5.67	eV

# C16H19N2O4

A gas-phase ion, C16H19N2O4 (charge +1) at a distorted geometry (ωB97M-V with the def2-TZVPD basis set, the Open Molecules 2025 dataset).

Cartesian coordinates (Å):
C (-0.683, -2.423, -4.781)
O (-0.900, -2.733, -3.418)
C (-1.178, -1.798, -2.494)
C (-1.484, -2.317, -1.234)
C (-1.795, -1.507, -0.163)
C (-1.793, -0.128, -0.325)
C (-2.099, 0.766, 0.841)
N (-1.007, 0.673, 1.861)
C (0.321, 1.091, 1.346)
C (1.404, 1.006, 2.391)
C (1.953, 2.185, 2.881)
C (3.005, 2.180, 3.784)
C (3.552, 0.980, 4.208)
C (3.031, -0.209, 3.735)
C (1.958, -0.201, 2.848)
N (1.461, -1.494, 2.452)
O (2.228, -2.413, 2.423)
O (0.262, -1.587, 2.197)
C (-1.481, 0.410, -1.570)
C (-1.184, -0.393, -2.663)
O (-0.882, 0.108, -3.893)
C (-0.993, 1.493, -4.125)
H (0.208, -1.809, -4.920)
H (-0.540, -3.388, -5.266)
H (-1.546, -1.920, -5.221)
H (-1.479, -3.389, -1.131)
H (-2.042, -1.955, 0.786)
H (-2.195, 1.806, 0.524)
H (-3.025, 0.456, 1.329)
H (-1.253, 1.210, 2.698)
H (-0.864, -0.340, 2.115)
H (0.251, 2.120, 0.985)
H (0.545, 0.441, 0.494)
H (1.561, 3.130, 2.538)
H (3.401, 3.115, 4.146)
H (4.379, 0.969, 4.899)
H (3.435, -1.159, 4.048)
H (-1.489, 1.483, -1.688)
H (-0.782, 1.624, -5.185)
H (-2.002, 1.857, -3.911)
H (-0.261, 2.060, -3.542)

Computed properties:
net charge	+1
LUMO	-4.03	eV
frontier orbital gap	6.89	eV
SMILES string	COc1ccc(C[NH2+]Cc2ccccc2[N+](=O)[O-])cc1OC

# C16H19N3O

C16H19N3O in the gas phase (ωB97M-V with the def2-TZVPD basis set, the Open Molecules 2025 dataset).

Cartesian coordinates (Å):
C (3.095, -1.877, -2.877)
N (1.880, -1.503, -2.196)
C (0.881, -2.561, -2.248)
C (-0.168, -2.363, -1.147)
N (-0.356, -0.958, -0.867)
C (-1.440, -0.340, -1.415)
O (-2.233, -0.915, -2.139)
N (-1.620, 1.001, -1.128)
C (-1.244, 1.759, -0.014)
C (-0.851, 3.065, -0.208)
C (-0.432, 3.858, 0.864)
C (-0.397, 3.346, 2.131)
C (-0.845, 2.033, 2.382)
C (-0.871, 1.505, 3.690)
C (-1.375, 0.259, 3.936)
C (-1.900, -0.505, 2.884)
C (-1.868, -0.034, 1.601)
C (-1.312, 1.229, 1.306)
C (0.830, -0.283, -0.387)
C (2.087, -1.040, -0.841)
H (3.610, -2.728, -2.402)
H (2.851, -2.151, -3.903)
H (3.773, -1.025, -2.897)
H (1.337, -3.559, -2.130)
H (0.404, -2.515, -3.232)
H (-1.126, -2.777, -1.462)
H (0.145, -2.853, -0.220)
H (-2.243, 1.452, -1.783)
H (-0.850, 3.473, -1.208)
H (-0.118, 4.874, 0.675)
H (-0.047, 3.943, 2.959)
H (-0.494, 2.115, 4.498)
H (-1.394, -0.135, 4.942)
H (-2.338, -1.470, 3.095)
H (-2.296, -0.623, 0.805)
H (0.855, 0.727, -0.800)
H (0.818, -0.211, 0.709)
H (2.317, -1.866, -0.145)
H (2.934, -0.351, -0.828)

Computed properties:
net charge	0
LUMO	0.46	eV
frontier orbital gap	8.48	eV
SMILES string	CN1CCN(C(=O)Nc2cccc3ccccc23)CC1

# C16H19N3O2

C16H19N3O2 in the gas phase at a distorted geometry (ωB97M-V with the def2-TZVPD basis set, the Open Molecules 2025 dataset).

Cartesian coordinates (Å):
C (-4.921, 1.549, 1.932)
O (-4.145, 0.421, 2.399)
C (-2.833, 0.342, 2.078)
C (-2.162, -0.868, 2.370)
C (-0.900, -1.089, 1.888)
C (-0.190, -0.081, 1.205)
C (1.240, -0.355, 0.646)
C (2.234, 0.510, 1.510)
C (3.586, 0.161, 1.657)
N (4.712, -0.151, 1.684)
C (1.856, 1.698, 2.178)
N (1.611, 2.733, 2.671)
C (-0.810, 1.163, 1.018)
C (-2.114, 1.379, 1.450)
H (-5.943, 1.326, 2.260)
H (-4.572, 2.486, 2.389)
H (-4.885, 1.632, 0.835)
H (-2.707, -1.627, 2.903)
H (-0.406, -2.044, 2.050)
H (1.515, -1.411, 0.744)
H (-0.260, 1.999, 0.547)
H (-2.594, 2.346, 1.257)
O (-0.795, -2.238, -0.838)
C (-0.122, -2.067, -2.064)
C (0.556, -0.721, -2.092)
C (1.572, -0.671, -3.218)
C (2.735, 0.226, -2.786)
C (2.692, 0.337, -1.255)
N (1.280, -0.036, -0.768)
H (-1.178, -3.131, -0.825)
H (0.584, -2.896, -2.274)
H (-0.860, -2.019, -2.891)
H (-0.224, 0.031, -2.262)
H (1.983, -1.673, -3.434)
H (1.132, -0.318, -4.150)
H (3.703, -0.172, -3.079)
H (2.660, 1.251, -3.205)
H (3.455, -0.265, -0.777)
H (2.758, 1.369, -0.901)
H (0.756, 0.871, -0.853)

Computed properties:
net charge	0
LUMO	-0.13	eV
frontier orbital gap	6.66	eV

# C16H19N3O2SeSiTc

A molecular structure, C16H19N3O2SeSiTc (ωB97M-V with the def2-TZVPD basis set, the Open Molecules 2025 dataset).

Cartesian coordinates (Å):
Tc (-1.331, -0.688, -1.144)
O (-1.585, 3.827, -1.111)
C (-0.288, 4.009, -1.396)
C (0.143, 5.333, -1.469)
C (1.455, 5.621, -1.759)
C (2.391, 4.600, -1.987)
C (1.986, 3.297, -1.916)
C (0.642, 2.965, -1.617)
C (0.290, 1.578, -1.545)
O (-0.981, 1.228, -1.304)
N (1.189, 0.624, -1.713)
N (0.600, -0.585, -1.635)
C (1.214, -1.688, -1.921)
C (0.446, -2.920, -1.816)
C (0.969, -4.163, -2.103)
C (0.141, -5.278, -1.994)
C (-1.173, -5.111, -1.596)
C (-1.634, -3.833, -1.313)
N (-0.849, -2.761, -1.427)
H (-1.796, 2.885, -1.090)
H (-0.585, 6.114, -1.298)
H (1.769, 6.655, -1.814)
H (3.416, 4.843, -2.223)
H (2.689, 2.496, -2.095)
H (2.248, -1.657, -2.247)
H (2.000, -4.259, -2.414)
H (0.525, -6.263, -2.221)
H (-1.845, -5.952, -1.501)
H (-2.651, -3.661, -0.987)
C (0.590, -1.875, 3.350)
Si (-0.638, -0.510, 3.469)
C (-2.282, -0.865, 4.219)
C (-0.099, 1.241, 3.328)
Se (-1.688, -0.794, 1.051)
H (0.983, -2.078, 4.353)
H (1.434, -1.609, 2.715)
H (0.122, -2.793, 2.995)
H (-2.192, -0.823, 5.311)
H (-2.639, -1.863, 3.964)
H (-3.022, -0.118, 3.930)
H (0.164, 1.612, 4.325)
H (-0.908, 1.867, 2.954)
H (0.781, 1.350, 2.694)

Computed properties:
net charge	+2
LUMO (alpha / beta)	-8.55 / -8.92	eV
frontier orbital gap (alpha / beta)	5.13 / 4.76	eV
spin multiplicity	4

# C16H19N3O3

C16H19N3O3 in the gas phase at a distorted geometry (ωB97M-V with the def2-TZVPD basis set, the Open Molecules 2025 dataset).

Cartesian coordinates (Å):
N (-0.440, -2.266, -2.143)
C (-0.482, -1.322, -1.035)
C (-0.003, 0.074, -1.525)
C (1.475, 0.139, -1.740)
C (2.227, -0.594, -2.613)
N (3.550, -0.269, -2.468)
C (3.686, 0.668, -1.482)
C (4.833, 1.303, -0.979)
C (4.655, 2.235, 0.030)
C (3.377, 2.532, 0.528)
C (2.260, 1.910, 0.030)
C (2.402, 0.957, -0.996)
C (-1.880, -1.219, -0.413)
O (-2.857, -1.680, -1.021)
N (-2.024, -0.600, 0.774)
C (-0.968, -0.097, 1.651)
C (-1.455, -0.506, 3.039)
C (-2.967, -0.317, 2.934)
C (-3.323, -0.644, 1.488)
C (-4.347, 0.364, 0.897)
O (-4.782, 1.293, 1.524)
O (-4.714, 0.104, -0.355)
H (-0.554, -3.212, -1.778)
H (-1.262, -2.092, -2.712)
H (0.239, -1.650, -0.296)
H (-0.294, 0.869, -0.802)
H (-0.593, 0.275, -2.463)
H (1.907, -1.349, -3.311)
H (4.290, -0.667, -3.026)
H (5.819, 1.097, -1.366)
H (5.536, 2.752, 0.407)
H (3.270, 3.288, 1.310)
H (1.256, 2.155, 0.429)
H (-0.912, 0.991, 1.585)
H (0.014, -0.508, 1.391)
H (-1.206, -1.552, 3.231)
H (-0.987, 0.070, 3.830)
H (-3.262, 0.737, 3.170)
H (-3.531, -0.929, 3.637)
H (-3.739, -1.659, 1.370)
H (-4.213, -0.680, -0.730)

Computed properties:
net charge	0
LUMO	0.57	eV
frontier orbital gap	8.58	eV
SMILES string	N[C@@H](Cc1c[nH]c2ccccc12)C(=O)N1CCC[C@H]1C(=O)O

# C16H19N3O3

C16H19N3O3 in the gas phase (ωB97M-V with the def2-TZVPD basis set, the Open Molecules 2025 dataset).

Cartesian coordinates (Å):
C (-5.668, -2.282, -0.381)
C (-4.329, -1.620, -0.694)
C (-4.524, -0.199, -1.225)
C (-3.173, 0.462, -1.483)
N (-2.368, 0.468, -0.276)
C (-2.126, 1.645, 0.334)
O (-2.587, 2.698, -0.059)
C (-1.234, 1.640, 1.584)
O (-0.120, 0.760, 1.539)
C (0.814, 1.019, 0.611)
O (0.779, 1.963, -0.138)
C (1.878, 0.010, 0.621)
N (1.826, -1.092, 1.346)
N (2.940, -1.776, 1.112)
C (3.759, -1.144, 0.226)
C (5.002, -1.477, -0.304)
C (5.553, -0.588, -1.198)
C (4.899, 0.598, -1.561)
C (3.672, 0.935, -1.041)
C (3.091, 0.050, -0.133)
C (-2.115, -0.858, 0.240)
C (-3.440, -1.560, 0.549)
H (-6.202, -1.719, 0.380)
H (-6.288, -2.326, -1.273)
H (-5.518, -3.296, -0.016)
H (-3.815, -2.212, -1.461)
H (-5.101, -0.216, -2.151)
H (-5.076, 0.392, -0.492)
H (-3.301, 1.498, -1.799)
H (-2.627, -0.088, -2.258)
H (-0.892, 2.673, 1.713)
H (-1.815, 1.334, 2.458)
H (3.092, -2.656, 1.579)
H (5.505, -2.390, -0.025)
H (6.517, -0.806, -1.634)
H (5.380, 1.258, -2.267)
H (3.159, 1.843, -1.314)
H (-1.496, -0.819, 1.134)
H (-1.571, -1.426, -0.526)
H (-3.233, -2.567, 0.917)
H (-3.961, -1.011, 1.337)

Computed properties:
net charge	0
LUMO	0.40	eV
frontier orbital gap	9.26	eV
SMILES string	CC1CCN(C(=O)COC(=O)c2n[nH]c3ccccc23)CC1

# C16H19N3O8PS

3 unconnected molecules or ions with the total composition C16H19N3O8PS at a distorted geometry (ωB97M-V with the def2-TZVPD basis set, the Open Molecules 2025 dataset).

Cartesian coordinates (Å):
S (3.623, -0.432, 3.640)
P (4.335, -0.388, 1.856)
N (3.187, -0.714, 0.558)
C (1.895, -0.606, 0.620)
N (1.142, -1.473, -0.110)
C (0.709, -2.526, 0.883)
C (0.349, -1.845, 2.208)
C (0.075, -0.362, 2.033)
N (1.274, 0.304, 1.406)
H (5.293, -1.368, 1.578)
H (4.901, 0.842, 1.504)
H (3.557, -1.013, -0.339)
H (0.319, -0.984, -0.447)
H (-0.106, -3.069, 0.443)
H (1.563, -3.161, 1.032)
H (-0.511, -2.331, 2.634)
H (1.159, -1.948, 2.911)
H (-0.178, 0.113, 2.962)
H (-0.784, -0.244, 1.383)
H (0.937, 1.017, 0.754)
C (-4.602, 1.605, 2.016)
C (-5.921, 1.480, 1.804)
C (-6.688, 0.269, 2.263)
O (-7.880, 0.236, 2.047)
C (-5.954, -0.794, 2.939)
C (-4.640, -0.663, 3.148)
C (-3.882, 0.553, 2.704)
O (-2.682, 0.596, 2.938)
O (-3.909, -1.590, 3.762)
O (-6.638, 2.397, 1.184)
H (-4.043, 2.471, 1.692)
H (-6.510, -1.665, 3.257)
H (-3.002, -1.232, 3.807)
H (-7.560, 2.067, 1.166)
C (3.531, 1.903, -3.446)
C (3.709, 2.191, -4.748)
C (3.112, 1.337, -5.837)
O (3.302, 1.669, -6.985)
C (2.346, 0.159, -5.445)
C (2.180, -0.120, -4.149)
C (2.753, 0.751, -3.072)
O (2.527, 0.432, -1.904)
O (1.502, -1.185, -3.719)
O (4.404, 3.224, -5.160)
H (3.949, 2.512, -2.657)
H (1.937, -0.460, -6.230)
H (1.543, -1.170, -2.745)
H (4.377, 3.213, -6.140)

Computed properties:
net charge	+1
LUMO	-4.27	eV
frontier orbital gap	7.48	eV

# C16H19N5O4

C16H19N5O4 in the gas phase at a distorted geometry (ωB97M-V with the def2-TZVPD basis set, the Open Molecules 2025 dataset).

Cartesian coordinates (Å):
C (-3.023, -2.330, -1.434)
C (-2.005, -2.190, -0.310)
C (-2.646, -2.461, 1.051)
N (-1.360, -0.875, -0.309)
C (-2.186, 0.268, -0.131)
C (-2.999, 0.752, -1.148)
C (-3.800, 1.857, -0.920)
C (-3.790, 2.492, 0.310)
C (-2.968, 2.021, 1.320)
C (-2.169, 0.914, 1.102)
C (-0.043, -0.807, -0.041)
N (0.580, -1.958, 0.259)
C (1.814, -1.898, 0.693)
N (2.519, -0.820, 0.951)
C (1.987, 0.356, 0.587)
N (2.706, 1.459, 0.825)
C (4.111, 1.395, 1.122)
C (4.960, 1.330, -0.164)
C (4.579, 0.091, -0.935)
O (3.677, 0.021, -1.727)
O (5.354, -0.949, -0.621)
C (0.699, 0.412, -0.026)
N (0.299, 1.550, -0.732)
O (-0.466, 1.411, -1.674)
O (0.764, 2.648, -0.413)
H (-3.343, -3.368, -1.492)
H (-2.579, -2.056, -2.388)
H (-3.899, -1.712, -1.253)
H (-1.194, -2.906, -0.468)
H (-1.897, -2.402, 1.837)
H (-3.432, -1.735, 1.256)
H (-3.080, -3.456, 1.063)
H (-2.969, 0.298, -2.123)
H (-4.424, 2.233, -1.716)
H (-4.410, 3.359, 0.479)
H (-2.947, 2.514, 2.281)
H (-1.526, 0.543, 1.889)
H (2.293, -2.846, 0.906)
H (2.320, 2.320, 0.435)
H (4.289, 0.499, 1.721)
H (4.382, 2.285, 1.692)
H (4.758, 2.207, -0.780)
H (6.015, 1.284, 0.100)
H (5.052, -1.751, -1.075)

Computed properties:
net charge	0
LUMO	-0.09	eV
frontier orbital gap	8.56	eV
SMILES string	CC(C)N(c1ccccc1)c1ncnc(NCCC(=O)O)c1[N+](=O)[O-]

# C16H19N5O4S

C16H19N5O4S in the gas phase at a distorted geometry (ωB97M-V with the def2-TZVPD basis set, the Open Molecules 2025 dataset).

Cartesian coordinates (Å):
C (4.138, 1.393, -0.659)
C (3.380, 0.281, 0.075)
C (3.542, 0.184, 1.502)
C (1.815, 0.362, -0.179)
C (1.221, 1.516, 0.262)
C (-0.175, 1.752, 0.095)
N (-0.882, 2.892, 0.329)
C (-2.196, 2.964, 0.546)
O (-2.656, 3.929, 1.027)
N (-3.046, 1.954, 0.124)
N (-4.499, 2.017, 0.345)
S (-4.947, 1.036, 1.748)
C (-5.910, -0.308, 1.130)
O (-3.844, 0.550, 2.536)
O (-5.829, 1.904, 2.568)
C (-2.475, 0.904, -0.596)
O (-3.268, -0.030, -0.893)
C (-0.947, 0.723, -0.510)
C (-0.367, -0.439, -1.013)
C (0.994, -0.583, -0.946)
C (1.625, -1.874, -1.541)
C (2.301, -1.883, -2.738)
C (2.609, -3.427, -2.846)
N (2.312, -3.998, -1.660)
N (1.669, -3.081, -0.849)
C (1.150, -3.470, 0.538)
H (3.947, 2.389, -0.380)
H (5.237, 1.252, -0.532)
H (4.000, 1.278, -1.720)
H (3.657, -0.695, -0.415)
H (2.677, -0.352, 1.935)
H (3.715, 1.147, 2.014)
H (4.321, -0.531, 1.715)
H (2.036, 2.294, 0.575)
H (-0.371, 3.702, 0.637)
H (-4.605, 2.961, 0.722)
H (-6.574, -0.025, 0.332)
H (-5.226, -0.965, 0.633)
H (-6.323, -0.920, 1.926)
H (-0.975, -1.265, -1.430)
H (2.638, -1.006, -3.343)
H (3.009, -3.936, -3.670)
H (1.153, -4.511, 0.732)
H (1.839, -3.048, 1.237)
H (0.130, -3.035, 0.637)

Computed properties:
net charge	0
LUMO	-0.09	eV
frontier orbital gap	8.91	eV
SMILES string	CC(C)c1cc2[nH]c(=O)n(NS(C)(=O)=O)c(=O)c2cc1-c1ccnn1C